*w*
The ion C3H8NO with charge -1, computed with ωB97M-V with the def2-TZVPD basis set.

Last column: natural (NBO) charge in e.
CARTESIAN COORDINATES (ANGSTROEM)
C -1.12808 0.89074 -0.98147  -0.633
C -0.74393 -0.44822 -0.22093  -0.193
N 0.08280 -0.24679 0.93144  -0.715
C 1.57882 -0.53340 0.82553  0.163
O 2.31895 0.48831 1.21416  -0.937
H -1.79324 1.43303 -0.31420  0.184
H -0.19238 1.38934 -1.20787  0.214
H -1.72820 0.65936 -1.86614  0.175
H -1.71171 -0.91455 -0.01672  0.139
H -0.17123 -1.02855 -0.94870  0.169
H 0.05808 0.69619 1.30739  0.358
H 1.71213 -1.45445 1.49197  0.041
H 1.71799 -0.93103 -0.21447  0.035

## Properties
Highest occupied orbital energy (eV): -2.2
Charge: -1
HOMO-LUMO gap (eV): 6.509

=====

*x*
The ion C3H8NO with charge -1, computed with ωB97M-V with the def2-TZVPD basis set.

Last column: natural (NBO) charge in e.
CARTESIAN COORDINATES (ANGSTROEM)
C 1.77859 -0.36191 0.35967  -0.620
C 0.43259 -0.68904 -0.23091  -0.240
N -0.35535 0.59393 -0.49565  -0.726
C -1.91767 0.58229 -0.16379  0.179
O -2.11880 0.49966 1.11752  -0.918
H 2.34960 0.30274 -0.31081  0.194
H 1.70035 0.17442 1.34969  0.203
H 2.28578 -1.30206 0.60975  0.190
H 0.38093 -1.22406 -1.15213  0.163
H -0.09543 -1.39973 0.36833  0.171
H 0.13260 1.30155 0.08528  0.326
H -2.15967 1.62905 -0.75904  0.001
H -2.41351 -0.10684 -0.77790  0.079

## Properties
Highest occupied orbital energy (eV): -2.3
Charge: -1
HOMO-LUMO gap (eV): 6.566

=====

*y*
A cluster of 2 separate species, C3H8NO in total, computed with ωB97M-V with the def2-TZVPD basis set.

Last column: natural (NBO) charge in e.
CARTESIAN COORDINATES (ANGSTROEM)
C -1.98925 1.29818 -0.03476  -0.298
O -1.24927 1.04485 -1.31069  -0.843
H -1.48873 2.06413 0.64248  0.165
H -1.96879 0.30035 0.51269  0.164
H -3.05550 1.25814 -0.31935  0.169
C 1.51249 -1.00130 1.22667  -0.645
C 1.60265 -1.10781 -0.13826  0.054
N 0.63445 -0.69059 -0.94589  -1.016
H 0.75156 -0.41938 1.67653  0.173
H 2.27457 -1.45545 1.88667  0.151
H 2.46659 -1.60752 -0.54335  0.109
H 1.05534 0.05159 -1.58578  0.317
H -0.54611 0.26480 -1.06697  0.498

## Properties
Highest occupied orbital energy (eV): -2.4
Charge: -1
HOMO-LUMO gap (eV): 6.708

=====

*z*
A cluster of 2 separate species, C3H8NO in total, computed with ωB97M-V with the def2-TZVPD basis set.

Last column: natural (NBO) charge in e.
CARTESIAN COORDINATES (ANGSTROEM)
C -1.95829 1.50375 0.06443  -0.229
O -1.46131 0.27573 0.52432  -0.990
H -2.17991 2.30663 0.93174  0.071
H -2.99875 1.15208 -0.30481  0.106
H -1.51297 2.09005 -0.81775  0.081
C 1.17168 0.12802 -0.24054  -0.484
C 1.56944 -2.19436 0.09295  -0.121
N 2.10047 -1.03530 -0.01382  -0.409
H 1.69402 1.06791 -0.26962  0.176
H 0.45229 -0.02385 -1.06002  0.206
H 0.54034 0.06423 0.69337  0.293
H 2.03543 -3.05668 0.64936  0.150
H 0.54757 -2.27820 -0.24962  0.150

## Properties
Highest occupied orbital energy (eV): -2.1
Charge: -1
HOMO-LUMO gap (eV): 6.393

=====

*w* is the most stable structure; the next one sits 0.0174 hartree above it.

=====

*w*
The ion C3H8NO with charge -1, computed with ωB97M-V with the def2-TZVPD basis set.

Last column: natural (NBO) charge in e.
CARTESIAN COORDINATES (ANGSTROEM)
C -0.50434 -0.59367 -1.56805  -0.407
N 0.47115 0.26580 -0.98614  -0.670
C 0.10908 0.87971 0.27106  -0.255
C 0.32247 0.00457 1.55703  -0.021
O 1.57728 -0.42855 1.74471  -0.960
H -0.66347 -0.55275 -2.65308  0.158
H -1.55520 -0.53959 -1.16999  0.177
H -0.32530 -1.66605 -1.34114  0.170
H 1.30298 -0.27187 -0.74713  0.382
H -0.93222 1.23948 0.34133  0.150
H 0.70539 1.76463 0.51243  0.171
H -0.48084 -0.78981 1.64629  0.053
H -0.02698 0.68810 2.39270  0.052

## Properties
Highest occupied orbital energy (eV): -2.2
Charge: -1
HOMO-LUMO gap (eV): 6.492

=====

*x*
The ion C3H8NO with charge -1, computed with ωB97M-V with the def2-TZVPD basis set.

Last column: natural (NBO) charge in e.
CARTESIAN COORDINATES (ANGSTROEM)
C 0.50806 0.86988 -1.29051  -0.638
C 0.73185 0.62927 0.22837  -0.202
N 0.32707 -0.67757 0.65008  -0.714
C -1.14033 -0.94543 0.91380  0.132
O -1.57862 -2.03313 0.25477  -0.965
H 0.91849 -0.02268 -1.76338  0.199
H -0.54581 0.87214 -1.55122  0.207
H 0.90885 1.78607 -1.73264  0.172
H 1.78789 0.83491 0.48501  0.151
H 0.22049 1.36563 0.86063  0.172
H 0.82269 -1.45612 0.23451  0.359
H -1.19305 -1.18101 1.99864  0.063
H -1.76759 -0.04197 0.71195  0.064

## Properties
Highest occupied orbital energy (eV): -2.0
Charge: -1
HOMO-LUMO gap (eV): 6.277

=====

*y*
A cluster of 2 separate species, C3H8NO in total, computed with ωB97M-V with the def2-TZVPD basis set.

Last column: natural (NBO) charge in e.
CARTESIAN COORDINATES (ANGSTROEM)
C 0.11399 -0.04191 -0.88498  -0.393
N 1.55333 0.45017 -0.63373  -1.122
C -0.65530 -0.59584 0.34234  -0.514
C -1.72190 -0.19258 -0.58308  0.397
O -2.43909 -0.87804 -1.33274  -0.677
H 0.14887 1.08186 -0.83914  0.343
H 2.05375 0.71370 2.37435  -0.010
H 0.13430 -0.68190 -1.76334  0.200
H 2.13975 -0.38966 -0.53720  0.270
H -0.55195 0.04429 1.21180  0.204
H -0.32279 -1.60792 0.56556  0.195
H 1.72861 1.38428 2.22697  0.006
H -2.18157 0.71355 -0.14682  0.099

## Properties
Highest occupied orbital energy (eV): -1.8
Charge: -1
HOMO-LUMO gap (eV): 6.203

=====

*z*
The ion C3H8NO with charge -1, computed with ωB97M-V with the def2-TZVPD basis set.

Last column: natural (NBO) charge in e.
CARTESIAN COORDINATES (ANGSTROEM)
C -0.60036 -0.65815 -1.63775  -0.613
C 0.33955 -0.37473 -0.45180  -0.262
N -0.35363 -0.24332 0.78257  -0.701
C 0.49564 0.71955 1.59681  0.137
O 0.60435 1.90443 1.07409  -0.928
H -0.22160 -0.74754 -2.68283  0.184
H -1.19850 0.16265 -1.74973  0.192
H -1.32001 -1.51382 -1.40237  0.185
H 0.90228 0.59698 -0.55744  0.218
H 0.98576 -1.24168 -0.23574  0.159
H -0.99594 0.53061 0.69080  0.340
H 1.43898 0.12525 1.94968  0.044
H -0.07652 0.73976 2.62370  0.044

## Properties
Highest occupied orbital energy (eV): -2.5
Charge: -1
HOMO-LUMO gap (eV): 6.824

=====

*x* is the most stable structure; the next one sits 0.0065 hartree above it.

=====

*w*
A cluster of 2 separate species, C3H8N2S2 in total, computed with ωB97M-V with the def2-TZVPD basis set.

Last column: natural (NBO) charge in e.
CARTESIAN COORDINATES (ANGSTROEM)
C -0.47295 -0.06308 -1.98997  -0.460
C 0.48065 -1.30512 1.63771  -0.594
C 0.64406 0.21455 1.22317  -0.280
N -0.66812 1.79093 0.31752  -0.529
N -0.57819 0.51524 0.54226  -0.144
S -0.70813 1.34344 -2.71229  0.023
S -0.48909 -1.62946 -2.62175  0.103
H 0.16138 -1.74195 0.77566  0.213
H 1.49184 -1.61519 1.94823  0.208
H -0.34075 -1.32285 2.25543  0.214
H 0.67187 0.90439 2.06601  0.188
H 1.54513 0.42434 0.69597  0.187
H -1.50918 1.97872 -0.25795  0.401
H 0.18578 2.31155 0.18359  0.359
H -0.41430 -1.80551 -4.06359  0.111

## Properties
Highest occupied orbital energy (spin up / spin down) (eV): -7.4 / -7.9
HOMO-LUMO gap (spin up / spin down) (eV): 6.429 / 8.005

=====

*x*
A structure of composition C3H8N2S2, computed with ωB97M-V with the def2-TZVPD basis set.

Last column: natural (NBO) charge in e.
CARTESIAN COORDINATES (ANGSTROEM)
C -2.49563 1.45516 0.23519  -0.795
C 0.12524 -0.58364 0.09330  0.085
C 1.70566 -0.31485 -0.21608  -0.262
H -2.26227 2.51876 -0.10525  0.223
H -1.34945 1.18458 1.01508  0.250
H -3.68894 1.06102 0.84956  0.266
H -0.02381 0.78585 -1.44929  0.402
H 1.77395 0.71533 -0.05043  0.202
H 1.67180 -0.66350 -1.26687  0.208
H 2.52150 -2.22091 0.02151  0.368
H 2.56049 -1.46173 1.41383  0.376
N -0.50077 0.21496 -0.80525  -0.767
N 2.64382 -1.26070 0.38809  -0.834
S -2.16226 0.30698 -1.20759  0.386
S -0.51932 -1.73733 1.08420  -0.108

## Properties
Highest occupied orbital energy (eV): -8.5
HOMO-LUMO gap (eV): 8.884

=====

*x* is the most stable structure; the next one sits 0.0441 hartree above it.

=====

*w*
The molecule C4H12N2O, computed with ωB97M-V with the def2-TZVPD basis set.

Last column: natural (NBO) charge in e.
CARTESIAN COORDINATES (ANGSTROEM)
N 2.65740 1.14385 0.44472  -0.847
C 1.90943 0.15950 1.22682  -0.247
C 1.39233 -0.98751 0.31239  -0.209
N 0.28957 -0.60467 -0.56546  -0.636
C -0.88313 -0.00883 -0.00114  -0.241
C -2.03521 -0.27281 -0.95056  -0.055
O -3.22787 0.33893 -0.48250  -0.725
H 3.64553 0.94463 0.45864  0.359
H 2.47275 2.04550 0.86446  0.361
H 2.40467 -0.32374 2.07213  0.172
H 0.97902 0.61988 1.56645  0.185
H 1.03300 -1.80633 0.94301  0.183
H 2.17750 -1.24076 -0.39589  0.196
H 0.60035 -0.04825 -1.34841  0.361
H -0.73209 1.02330 0.21688  0.168
H -1.14474 -0.44738 0.96816  0.188
H -2.13831 -1.35845 -1.00867  0.164
H -1.77890 0.11252 -1.92187  0.153
H -3.76892 0.53855 -1.24964  0.469

## Properties
Highest occupied orbital energy (eV): -8.4
HOMO-LUMO gap (eV): 9.415

=====

*x*
A cluster of 2 separate species, C4H12N2O in total, computed with ωB97M-V with the def2-TZVPD basis set.

Last column: natural (NBO) charge in e.
CARTESIAN COORDINATES (ANGSTROEM)
C 1.68409 -0.40172 -0.66547  -0.339
N 1.63724 -1.05790 -1.92334  -0.464
C -1.45095 1.80440 1.92668  -0.267
O -0.32024 1.85830 1.13012  -0.689
C 0.77519 -1.13849 0.27919  -0.253
N -0.60924 -0.62327 0.21498  -0.419
C -1.02430 -0.58975 -1.19685  -0.430
H 1.57337 0.70131 -0.60990  0.270
H 2.70862 -0.47926 -0.20361  0.277
H 2.44078 -0.82630 -2.51501  0.338
H -1.36547 2.55317 2.71926  0.185
H -1.62984 0.79846 2.33862  0.159
H -2.36995 2.04155 1.37003  0.136
H 0.70117 -2.20755 0.02164  0.218
H 1.13889 -1.01981 1.30598  0.219
H -0.51774 0.39925 0.47961  0.404
H -0.23681 -0.22102 -1.88086  0.226
H -1.91268 0.02890 -1.30844  0.218
H -1.22214 -1.62029 -1.48265  0.213

## Properties
Highest occupied orbital energy (eV): -7.7
HOMO-LUMO gap (eV): 3.915

=====

*y*
A cluster of 2 separate species, C4H12N2O in total, computed with ωB97M-V with the def2-TZVPD basis set.

Last column: natural (NBO) charge in e.
CARTESIAN COORDINATES (ANGSTROEM)
C 2.82391 1.16077 0.21271  -0.088
N 2.22376 0.43503 1.12572  -0.392
C 0.91346 0.80343 1.55666  -0.239
C -0.30918 0.53522 0.44496  -0.417
C -0.41673 0.91770 -1.01902  -0.227
N -1.43182 0.21374 -1.89956  -0.867
H 3.70897 0.79111 -0.22192  0.187
H 2.48162 2.17707 0.27474  0.153
H 0.62269 0.19373 2.42030  0.211
H 0.71187 1.93270 1.71207  0.167
H -1.13493 0.93108 1.10704  0.193
H -0.46628 -0.55230 0.31476  0.207
H 0.50018 0.62715 -1.53074  0.199
H -0.60771 2.03474 -1.03479  0.174
H -1.16259 -0.54337 -2.52022  0.382
H -2.31380 0.08345 -1.40110  0.358
O -1.82217 -3.84830 -0.14257  -0.941
H -1.70047 -4.50686 0.58732  0.474
H -2.62078 -3.38611 0.01365  0.468

## Properties
Highest occupied orbital energy (eV): -9.0
HOMO-LUMO gap (eV): 9.757

=====

*w* is the most stable structure; the next one sits 0.0666 hartree above it.